Computed, not measured: a 8-piece molecular cluster, C26H36N4O19 overall at a distorted geometry, with ωB97M-V/def2-TZVPD.

## Properties
Spin multiplicity: 1
Calculated total energy in eV: -72393.3868
Max |F| in eV/A: 5.242

Cartesian coordinates (Å):
O  10.48938  27.99107  -1.64606
C  11.54428  16.06894  9.41750
H  -2.82114  24.12935  0.32603
C  9.00766  16.44918  -0.03312
H  6.32435  14.37108  1.18416
C  7.70424  13.73186  -0.20829
H  -3.53919  24.56387  1.86959
H  2.04691  23.51841  0.16651
H  3.14341  24.18893  1.41457
C  16.31503  23.46786  13.05239
H  5.04920  21.97444  7.09861
C  10.60837  23.07796  6.02807
O  18.05878  22.23793  14.13021
O  9.53866  13.23758  -1.67908
N  0.84798  23.21711  2.43417
H  16.01849  20.05619  0.71511
O  10.16492  23.10995  7.18639
H  14.44217  24.12240  12.03571
C  7.81366  15.98030  0.77325
N  17.33760  18.48194  0.08887
H  -0.43912  24.36183  0.03433
H  12.18295  24.31459  6.52747
N  10.29385  26.99377  -2.38592
H  3.48059  21.80192  6.60598
H  11.78254  13.33347  12.98230
O  9.89873  22.68196  5.11092
O  11.71504  16.72891  8.23177
H  2.34535  25.23368  0.23163
C  14.86287  23.41332  12.73328
O  13.55781  13.72031  11.24697
O  7.21532  12.52673  -0.22392
O  17.06502  24.34350  12.64101
H  12.14092  24.17347  4.79842
C  14.54006  21.23616  13.85439
O  13.77201  20.27286  13.96238
H  7.86659  17.65120  1.54165
H  4.08333  20.76123  7.69243
H  -0.23904  25.87820  0.73361
H  18.47438  23.01397  13.74730
C  11.96345  23.61734  5.71892
C  16.00670  18.98056  0.53908
H  12.47041  22.71008  12.13693
H  9.66653  25.73948  -0.72827
H  15.75115  18.41932  1.43786
C  8.95455  14.12553  -0.87462
H  1.07777  25.18426  2.60677
C  10.08485  14.82621  11.00521
C  10.14030  25.60264  -1.70033
N  4.11465  21.72383  7.38827
H  11.04020  24.99175  -1.77183
H  -2.89580  25.85948  0.76289
C  16.76351  22.20927  13.76512
H  9.13229  14.68076  11.49293
H  15.30485  18.68998  -0.24263
O  10.31330  26.93490  -3.60933
H  3.80055  22.38186  8.08716
C  2.22259  24.34661  0.85304
O  9.44855  17.59525  -0.16078
H  -0.15059  23.22454  2.58550
H  10.52554  15.49816  -1.30775
H  9.35708  25.16448  -2.31895
C  7.20166  14.74771  0.67930
C  11.14341  14.15654  11.40661
C  0.99355  24.49849  1.76373
O  -1.50510  24.62312  1.84291
C  9.60744  15.33646  -0.76245
H  12.75840  22.87685  5.63050
C  -0.28774  24.82480  1.00944
C  12.56822  14.26947  10.87400
C  10.15630  15.87119  9.95467
H  10.99011  17.34920  8.12535
C  15.97393  21.12624  14.04759
O  17.37448  17.24227  -0.01496
O  18.20608  19.29237  -0.20636
C  -2.77461  24.84618  1.14584
O  11.01462  13.30474  12.40691
H  13.55609  15.55460  9.31730
O  12.69597  22.53890  13.05420
C  14.05470  22.47101  13.25949
H  8.94315  12.50965  -1.87164
C  12.60586  15.28347  9.75311
H  16.40846  20.25485  14.51481
O  9.22251  16.59641  9.66461
O  7.35154  16.85422  1.68700
H  0.91799  22.54249  1.68577

Atomic forces in eV per Å
O -0.721 -2.200 -2.186
C 1.378 -1.814 -2.116
H -0.140 0.079 -0.262
C 1.342 -0.654 -1.560
H -0.066 0.790 0.585
C -1.557 -3.436 1.433
H 0.014 0.337 -0.064
H 0.065 -0.139 0.072
H -0.182 -0.078 0.053
C -1.465 -0.462 -1.436
H 0.754 0.098 -0.247
C -1.546 -0.005 0.109
O -0.385 -0.727 -0.002
O 0.157 -0.106 -0.204
N -0.624 -0.600 -0.013
H 0.163 -0.236 -0.134
O 0.802 0.402 2.213
H 0.095 0.404 0.201
C -1.820 -0.474 1.321
N -0.253 -0.900 -0.517
H 0.240 -0.865 0.079
H 0.484 -0.121 0.114
N 1.423 -0.058 1.383
H -0.219 0.142 -0.657
H 0.495 -0.315 -0.088
O -0.722 -0.983 -2.947
O -0.419 0.373 1.190
H 0.184 0.090 -0.031
C 0.327 -0.101 0.445
O 0.138 -1.080 1.115
O 2.199 4.702 -0.734
O -0.286 -1.168 1.068
H -0.925 0.048 -0.294
C -0.592 -2.798 0.010
O 1.059 1.357 0.274
H 0.223 0.774 0.199
H 0.142 -0.380 0.510
H -0.107 0.419 0.143
H 0.111 0.505 -0.272
C 1.709 0.990 0.322
C -0.168 0.021 0.257
H 0.105 0.254 -0.198
H 0.820 0.105 0.146
H 0.074 0.149 -0.068
C 2.117 0.982 -1.405
H 0.394 0.650 -0.450
C -0.989 1.139 -1.345
C -1.674 0.979 -0.786
N -0.302 0.120 -0.359
H 0.037 0.579 0.201
H 0.092 0.079 0.201
C 0.697 -0.469 0.873
H -0.007 0.008 0.070
H 0.081 0.176 0.038
O -0.139 0.884 1.350
H -0.061 0.096 0.639
C -0.597 1.225 -0.073
O -1.581 -1.303 1.286
H -0.429 -0.567 0.928
H -0.052 0.005 -0.061
H 0.259 -0.291 -0.091
C 0.471 0.742 -0.707
C 1.655 -0.761 0.780
C 0.113 -0.933 0.098
O 0.828 0.455 -0.999
C -1.258 -1.155 0.246
H -0.124 -0.427 0.562
C -1.594 1.442 -0.059
C -1.339 3.251 -2.710
C 0.145 0.097 1.189
H -0.385 0.346 -0.154
C 1.074 1.849 0.077
O 0.747 2.005 0.060
O -0.654 -1.209 0.374
C 1.519 -0.990 0.502
O -0.681 -0.933 1.218
H 0.112 -0.403 -0.194
O 0.730 -0.638 0.574
C -1.383 2.034 -1.642
H -0.336 -0.445 0.266
C -0.680 0.538 1.357
H -0.115 -0.048 -0.020
O 0.566 -0.411 -0.320
O 0.174 -0.411 -0.666
H 0.261 -0.626 -0.062

Computed, not measured: C26H36N5O4OsSb as an isolated structure at a distorted geometry, with ωB97M-V/def2-TZVPD.

## Properties
Spin multiplicity: 5
Calculated total energy in eV: -52170.5157
<S²>: 6.0321
Max |F| in eV/A: 4.367
Net charge: +2

Cartesian coordinates (Å):
H  8.26049  9.37197  7.74719
Os  13.95607  9.09106  7.00922
H  12.49368  8.69909  10.92530
H  8.99979  7.17841  5.02040
H  8.11267  9.77360  6.01275
O  14.96611  8.75364  9.81564
H  9.53418  12.97676  4.67994
H  11.22051  12.63833  10.68591
H  13.09989  13.98273  4.45383
C  17.95677  8.14055  5.97942
N  9.71302  8.49819  6.45075
H  10.56654  11.56784  4.85567
H  14.79313  13.07534  6.80817
Sb  12.46675  11.98036  7.14141
N  15.97997  8.69910  6.74180
H  22.69508  9.41608  7.69711
H  9.42551  13.21518  8.21899
H  9.13632  11.59304  7.41074
H  11.21741  13.22133  4.36411
H  10.92699  14.06179  6.62007
C  14.10078  12.92917  5.98155
H  7.63087  8.15408  6.58667
C  16.67613  8.01144  5.73869
C  12.24704  7.46716  6.09128
H  13.39021  14.77119  8.68995
H  14.67726  10.94769  5.45473
H  12.45511  14.68220  10.29182
H  13.15865  14.91133  5.95452
C  12.81618  12.77040  9.22505
C  12.56530  14.28830  9.24444
H  14.09044  11.87886  4.11664
C  22.48137  10.53883  10.25129
H  16.17896  7.64192  4.85378
C  10.52745  12.67715  5.02067
C  20.56931  9.14975  7.34372
C  14.09442  8.42019  8.96404
N  23.24432  11.10470  10.93424
H  14.64527  14.72275  4.95622
C  19.13132  9.29514  9.33693
C  20.23896  9.76107  10.07427
C  11.94176  12.00369  10.23148
H  8.47331  13.13658  6.68609
N  11.99916  8.55742  6.83197
C  12.77383  7.66490  10.63571
H  18.84446  7.69747  5.47432
N  18.12490  8.90539  7.18424
C  16.84280  9.20984  7.58364
H  13.63584  7.31875  11.24964
H  11.42301  11.11227  9.78540
H  18.15171  9.06978  9.82094
C  21.47253  9.92508  9.44918
H  16.63094  9.67483  8.52949
H  15.74929  12.25944  4.67033
C  11.09227  6.79848  5.51923
O  13.46566  7.22414  5.84736
C  10.78072  9.15195  7.03693
H  11.20271  5.79276  5.11026
C  14.74071  11.94357  4.99055
C  8.37200  8.99729  6.73764
C  9.89017  7.42312  5.58976
C  19.26792  9.13196  7.94845
H  11.59050  14.57268  8.83562
H  12.57101  11.51293  11.03370
C  13.75248  14.22880  5.34574
O  10.62695  10.09574  7.80689
C  21.67431  9.51853  8.12124
C  10.58986  13.06154  6.47639
H  20.76926  8.77498  6.35310
O  13.07257  7.56461  9.28077
C  9.32613  12.70108  7.26511
H  11.89843  7.04000  10.80874
H  13.87388  12.52539  9.30834
H  20.10982  9.94484  11.12639

Atomic forces in eV per Å
H 0.307 -0.059 0.099
Os 1.081 -0.823 0.750
H 0.338 -0.477 -0.234
H 0.138 -0.508 0.276
H -0.068 0.076 0.206
O -2.808 -0.576 -3.294
H -0.246 -0.006 0.016
H -0.627 0.517 0.322
H 0.775 0.530 0.718
C 3.886 0.154 1.212
N 0.345 0.449 -0.393
H 0.068 0.850 0.016
H 0.348 0.195 0.202
Sb 1.993 -1.214 -0.479
N -1.031 0.564 0.147
H -0.867 0.422 0.370
H -0.511 -0.225 0.227
H 0.406 1.512 -0.254
H 0.064 -0.435 0.318
H 0.374 0.885 0.396
C 0.127 -0.510 0.963
H 0.930 0.943 0.258
C -2.216 0.750 -0.455
C -1.732 -1.139 -1.483
H -0.581 0.237 0.415
H 0.777 -0.073 -0.254
H 0.703 -0.411 -0.765
H 0.307 0.117 0.161
C -1.773 1.144 0.590
C 0.430 -0.067 0.580
H 0.153 0.006 -0.223
C 2.218 1.257 1.494
H -0.016 -0.291 0.323
C 0.422 -0.724 -0.351
C -0.434 0.018 1.502
C 1.740 0.246 2.375
N -1.629 -1.279 -1.505
H -0.119 0.173 0.092
C 0.063 0.306 -0.196
C -1.110 -0.690 -0.964
C 1.164 -2.098 -0.461
H 0.523 -0.203 0.517
N 0.298 1.413 0.212
C -0.381 -0.387 2.576
H -1.027 0.597 0.451
N -2.999 -1.097 -1.388
C 2.607 -0.646 -0.235
H -0.773 0.275 -0.301
H 0.261 0.802 0.241
H 1.042 0.356 -0.298
C -0.365 -0.073 0.098
H -0.214 0.205 -0.101
H -0.386 -0.417 0.328
C 0.333 -0.664 -0.048
O -0.581 0.198 0.325
C -0.439 -1.588 1.007
H 0.023 0.633 -0.469
C -1.039 0.271 0.296
C -1.403 -0.908 -1.062
C 0.595 0.423 1.052
C 2.361 0.079 0.605
H 0.123 -0.194 -0.340
H -0.435 0.803 -0.738
C -1.177 0.169 -1.651
O -0.180 -0.179 -0.333
C -0.178 -0.407 -0.422
C -2.165 -0.699 -0.594
H -0.311 0.235 -0.277
O 1.390 1.626 -1.862
C 0.506 -0.230 -0.147
H 0.182 -0.106 0.010
H 0.255 -0.181 -0.334
H 0.168 0.148 0.164

The highest max |F| belongs to which entry? C26H36N4O19

Among the records above, which one has the highest calculated total energy? C26H36N5O4OsSb